1) The following is a quantum chemistry calculation of the molecule C17H18N4O5S, from the Open Molecules 2025 dataset.

The calculation puts the HOMO energy at -8.68 eV. As for the SMILES: COCCNC(=O)c1ccc(NS(=O)(=O)c2ccc3[nH]c(=O)[nH]c3c2)cc1. The orbital gap comes out at 9.1 eV.

ORCA input file:
```
! RIJCOSX wB97M-V def2-TZVPD def2/J DEFGRID3
* xyz 0 1
C 4.2558 1.4653 -1.4938
O 3.5581 0.3504 -0.9802
C 3.9998 -0.0019 0.3209
C 3.3965 -1.3360 0.7470
N 1.9592 -1.2880 0.8692
C 1.1758 -2.2845 0.3860
O 1.6439 -3.2705 -0.1509
C -0.2954 -2.0657 0.4909
C -1.0895 -2.7339 -0.4390
C -2.4416 -2.4849 -0.5277
C -3.0358 -1.5622 0.3317
N -4.3454 -1.1341 0.1448
S -4.6276 0.5410 -0.0124
O -4.9790 1.0835 1.2620
O -5.5669 0.6482 -1.0867
C -2.9929 1.1291 -0.4458
C -2.3404 0.5503 -1.5237
C -0.9654 0.6627 -1.6607
C -0.2857 1.3734 -0.6873
N 1.0531 1.5820 -0.4748
C 1.2403 2.3522 0.6528
O 2.2941 2.6851 1.1415
N -0.0214 2.6506 1.1282
C -0.9756 2.0418 0.3476
C -2.3396 1.9063 0.4956
C -2.2738 -1.0016 1.3569
C -0.9154 -1.2383 1.4249
H 3.8527 1.6607 -2.4859
H 5.3265 1.2505 -1.5737
H 4.1149 2.3425 -0.8530
H 5.0938 -0.1018 0.3202
H 3.7271 0.7956 1.0271
H 3.6139 -2.1068 0.0028
H 3.8526 -1.6268 1.7015
H 1.5540 -0.4826 1.3159
H -0.6078 -3.4226 -1.1162
H -3.0397 -2.9744 -1.2827
H -4.8444 -1.6268 -0.5826
H -2.9175 -0.0136 -2.2385
H -0.4401 0.1784 -2.4669
H 1.8254 1.1037 -0.9372
H -0.1917 3.2136 1.9439
H -2.8939 2.3285 1.3169
H -2.7640 -0.3562 2.0684
H -0.3469 -0.7825 2.2231
*
```



2) The following is a quantum chemistry calculation of the molecule C17H18N4O5S, from the Open Molecules 2025 dataset.

The calculation puts the HOMO energy at -7.45 eV. As for the SMILES: C[C@H](C(=O)NO)N1CCNc2cc(Oc3ccc([N+](=O)[O-])cc3)ccc2S1. The orbital gap comes out at 7.0 eV.

ORCA input file:
```
! RIJCOSX wB97M-V def2-TZVPD def2/J DEFGRID3
* xyz 0 1
C -3.8996 -3.9611 -0.2373
C -3.3980 -3.3317 1.0063
C -4.5639 -2.5319 1.6334
O -5.7466 -2.7670 1.4411
N -4.2618 -1.4885 2.5067
O -5.1416 -0.5096 3.0823
N -2.1918 -2.4752 0.6903
C -2.3821 -1.1849 0.0088
C -1.5744 -0.9968 -1.3172
N -0.1479 -1.3648 -1.0902
C 0.5204 -0.9706 -0.0034
C 1.4909 -0.0604 -0.2980
C 2.3488 0.4312 0.7532
O 3.5008 1.1859 0.6261
C 3.5835 2.1062 -0.4227
C 2.6066 2.6733 -1.1313
C 2.7824 3.6795 -2.0641
C 4.0955 4.3447 -2.1877
N 4.3109 5.4902 -2.9483
O 5.2057 5.4122 -3.7930
O 3.5469 6.4134 -2.7803
C 5.0784 3.7530 -1.3680
C 4.7924 2.7282 -0.4538
C 1.9588 0.1198 2.0776
C 1.0608 -0.9456 2.3498
C 0.3007 -1.5109 1.2843
S -0.7914 -2.8489 1.5357
H -4.4968 -4.8341 -0.0221
H -3.0009 -4.3846 -0.7062
H -4.2698 -3.3103 -0.9831
H -3.0767 -4.1003 1.6702
H -3.2808 -1.3805 2.6947
H -6.0428 -0.8888 3.2956
H -3.4169 -1.1151 -0.2673
H -2.0781 -0.3703 0.6638
H -2.0669 -1.7923 -1.8980
H -1.8337 0.0147 -1.7427
H 0.3574 -1.8866 -1.7872
H 1.6656 0.1823 -1.4120
H 1.5947 2.4182 -0.8423
H 1.9470 4.0571 -2.6391
H 6.0004 4.2890 -1.2786
H 5.5555 2.6198 0.1810
H 2.5635 0.4034 2.8926
H 0.7949 -1.3112 3.2806
*
```



Relative calculated energies, zero for the most stable structure, unit eV: 1) 0.000; 2) 9.516.



1) The following is a quantum chemistry calculation of the ion C4H9N4O with charge +1, from the Open Molecules 2025 dataset.

The calculation puts the HOMO energy (alpha / beta) at -11.03 / -13.14 eV. As for the SMILES: CN1C=[NH+]C=[NH+][C@@H]1N[O-]. The orbital gap (alpha / beta) comes out at 7.2 / 9.0 eV.

ORCA input file:
```
! RIJCOSX wB97M-V def2-TZVPD def2/J DEFGRID3
* xyz 1 1
C 0.0703 -1.4891 1.6058
N -0.2160 -0.4242 0.6363
C -1.0509 0.5473 0.8517
N -0.9887 1.6772 0.1322
C -0.0257 1.8865 -0.8396
N 0.9549 1.0180 -0.9008
C 0.6835 -0.4394 -0.5288
N 0.0540 -1.0369 -1.6833
O 0.7524 -1.7782 -2.5194
H 0.3023 -2.4902 1.3847
H 0.9836 -1.1231 2.1646
H -0.7434 -1.6792 2.2854
H -1.6051 0.6325 1.7273
H -1.5118 2.4248 0.5922
H 0.0457 2.7170 -1.4802
H 1.6520 1.3694 -1.6091
H 1.5439 -0.9952 -0.1402
H -0.9009 -0.8171 -1.6789
*
```



2) The following is a quantum chemistry calculation of the ion C4H9N4O with charge +1, from the Open Molecules 2025 dataset.

The calculation puts the HOMO energy at -14.04 eV. As for the SMILES: [H]/N=C/[C@H](NC=O)/[NH+]=C/N. The orbital gap comes out at 10.8 eV.

ORCA input file:
```
! RIJCOSX wB97M-V def2-TZVPD def2/J DEFGRID3
* xyz 1 1
H 2.0620 -2.2954 -0.1535
N 1.4811 -1.5330 0.0699
C 0.2143 -1.6593 0.2290
C -0.5811 -0.4012 0.3880
N -1.6955 -0.5281 -0.6234
C -2.7252 0.3784 -0.3218
O -2.4634 1.2527 0.4465
N 0.1938 0.7648 -0.0485
C 1.3565 0.8409 0.5346
N 2.3513 1.5545 -0.0830
H -0.4109 -2.4341 0.4407
H -1.0733 -0.2052 1.3112
H -1.8115 -1.2459 -1.3133
H -3.7769 0.1859 -0.8341
H -0.0959 1.1646 -0.9402
H 1.6444 0.3427 1.4662
H 3.2158 1.7910 0.3730
H 2.1146 2.0266 -0.9412
*
```



Relative calculated energies, zero for the most stable structure, unit eV: 1) 3.735; 2) 0.000.